No. 1
C2H4ClNO | ωB97M-V with the def2-TZVPD basis set

```
9
Properties=species:S:1:pos:R:3
C 0.134 -0.142 0.329
C -1.079 0.289 -0.469
N -2.344 -1.467 -0.119
O -3.393 -1.240 0.313
Cl -2.158 1.569 -0.049
H 0.027 -1.197 0.321
H 1.004 0.266 0.052
H 0.006 0.205 1.412
H -1.080 0.253 -1.588
```

Summary:
Energy relative to the best compared isomer or geometry (same formula, charge and spin): 4.299 eV
Orbital gap (alpha / beta): 0.2909 / 0.2977 hartree
LUMO (alpha / beta): 0.1 / -0.1 eV

No. 2
C6H15NO3 | ωB97M-V with the def2-TZVPD basis set

```
25
Properties=species:S:1:pos:R:3
C 0.388 -0.427 -1.592
C 1.499 0.598 -1.597
C 0.740 -1.758 -2.215
C 0.874 -1.269 0.705
O -0.803 -0.082 -1.478
O 0.049 -2.377 0.743
O 2.015 -1.376 1.065
H -1.083 0.909 0.000
H -0.811 -2.124 0.381
H 2.371 0.233 -1.058
H 0.907 -1.601 -3.283
H 1.650 -2.173 -1.780
H 1.168 1.535 -1.152
H 1.789 0.799 -2.632
H -0.083 -2.463 -2.122
C -2.045 0.419 1.761
C -0.299 2.132 1.520
N -0.858 0.870 1.022
H 0.014 -0.083 0.941
H -1.752 0.147 2.776
H 0.042 1.990 2.546
H -2.460 -0.452 1.257
H -2.810 1.199 1.802
H 0.541 2.423 0.893
H -1.043 2.932 1.499
```

Summary:
Energy relative to the best compared isomer or geometry (same formula, charge and spin): 2.780 eV
Orbital gap: 0.2998 hartree
LUMO: 0.6 eV

No. 3
C22H62N4O7 | ωB97M-V with the def2-TZVPD basis set

```
95
Properties=species:S:1:pos:R:3
C -3.156 -1.264 1.438
C -4.555 -1.104 2.040
O -4.908 -2.018 3.075
H -2.963 -0.532 0.654
H -3.027 -2.295 1.111
H -2.327 -1.068 2.119
H -5.340 -1.180 1.288
H -4.588 -0.082 2.417
H -5.855 -2.151 3.160
C 0.713 -3.933 1.115
C 0.815 -3.337 2.533
O 0.295 -2.032 2.511
H -0.325 -3.930 0.783
H 1.027 -4.974 1.048
H 1.344 -3.359 0.436
H 1.828 -3.240 2.925
H 0.295 -3.886 3.317
H 0.082 -1.866 3.433
C -0.720 -0.388 -1.873
C -0.430 -1.063 -0.542
O -0.438 -0.180 0.516
H -1.510 0.358 -1.791
H -0.990 -1.202 -2.546
H 0.214 0.030 -2.248
H 0.528 -1.581 -0.504
H -1.213 -1.809 -0.401
H -0.038 -0.691 1.223
C -1.145 5.119 -4.460
C -0.088 4.170 -3.866
C -0.652 3.420 -2.629
O -0.887 4.358 -1.560
C -1.567 3.765 -0.415
N 0.205 3.164 -4.886
H -1.483 5.825 -3.701
H -1.979 4.508 -4.803
H -0.794 5.677 -5.328
H 0.770 4.785 -3.594
H 0.137 2.746 -2.294
H -1.586 2.864 -2.713
H -2.605 3.654 -0.727
H -1.625 4.518 0.371
H -1.151 2.830 -0.041
H 1.028 2.647 -4.610
H 0.390 3.631 -5.762
C 2.579 2.136 1.754
C 3.475 1.723 0.620
C 2.733 0.882 -0.471
O 3.641 0.657 -1.547
C 3.137 0.801 -2.890
N 4.218 2.834 0.028
H 1.944 1.283 1.992
H 1.859 2.890 1.435
H 3.176 2.509 2.587
H 4.356 1.152 0.912
H 1.824 1.393 -0.786
H 2.487 -0.123 -0.129
H 3.988 0.992 -3.543
H 2.435 1.630 -2.986
H 2.689 -0.167 -3.116
H 4.649 2.455 -0.803
H 3.581 3.485 -0.409
C -0.367 1.146 3.782
C -1.410 1.552 4.802
C -2.771 1.909 4.138
O -3.841 2.267 5.071
C -3.657 3.547 5.709
N -1.600 0.415 5.682
H -0.710 0.366 3.102
H 0.525 0.832 4.324
H -0.120 1.991 3.138
H -1.023 2.420 5.337
H -3.088 1.037 3.566
H -2.747 2.652 3.341
H -3.662 4.270 4.893
H -2.770 3.726 6.317
H -4.489 3.818 6.360
H -1.999 -0.382 5.206
H -2.314 0.607 6.370
C 3.144 -3.208 -2.911
C 2.885 -4.708 -2.562
C 1.442 -5.202 -3.045
O 0.458 -4.656 -2.144
C -0.777 -4.866 -2.725
N 3.915 -5.494 -3.241
H 4.152 -2.841 -2.721
H 2.470 -2.514 -2.409
H 2.967 -2.954 -3.956
H 3.012 -4.867 -1.492
H 1.331 -6.286 -3.008
H 1.252 -4.973 -4.093
H -0.922 -4.091 -3.478
H -1.579 -4.768 -1.993
H -0.889 -5.864 -3.148
H 3.882 -5.155 -4.192
H 4.802 -5.164 -2.886
```

Summary:
Energy relative to the best compared isomer or geometry (same formula, charge and spin): 1.849 eV
Orbital gap: 0.3610 hartree
SMILES: COC[C@H](C)N.COC[C@H](C)N.COC[C@H](C)N.COC[C@H](C)N.CCO.CCO.CCO
LUMO: 0.6 eV

No. 4
C5H11NOPS | ωB97M-V with the def2-TZVPD basis set

```
20
Properties=species:S:1:pos:R:3
C 0.940 -1.396 -0.550
C -2.167 0.468 -0.170
C 1.314 0.991 -0.994
C 2.215 -1.081 0.160
C 0.456 0.320 1.253
N 1.170 -0.091 0.001
O -4.901 1.157 0.046
P -5.057 -0.254 0.074
S -2.917 -0.808 0.463
H 0.317 -1.973 -0.008
H -3.044 1.053 -0.462
H 1.254 1.978 -0.566
H 2.352 0.869 -1.392
H 0.535 0.902 -1.691
H 2.550 -1.219 1.207
H 0.973 -1.387 -1.574
H 3.207 -0.805 -0.421
H 0.686 1.252 1.598
H -0.595 0.358 0.906
H 0.714 -0.333 2.122
```

Summary:
Orbital gap (alpha / beta): 0.2423 / 0.2887 hartree
Net charge: +1
Spin multiplicity: 3
LUMO (alpha / beta): -4.1 / -5.6 eV

No. 5
C4H14O3 | ωB97M-V with the def2-TZVPD basis set

```
21
Properties=species:S:1:pos:R:3
C -1.609 -0.690 1.267
C -1.627 0.660 1.031
C -0.718 1.609 1.690
C -2.232 -1.730 0.326
H -0.879 -1.126 1.933
H -2.190 1.125 0.186
H -0.428 1.241 2.660
H 0.051 1.945 1.003
H -1.246 2.561 1.988
H -3.040 -1.216 -0.215
H -2.629 -2.648 0.845
H -1.439 -2.053 -0.382
H 4.086 0.809 -0.826
H 3.193 0.065 -1.876
O 4.031 0.014 -1.403
H 0.899 2.326 -1.782
H 0.157 1.086 -2.192
O 1.057 1.405 -1.999
H 2.023 -1.189 -0.679
H 1.074 -2.274 -1.198
O 1.467 -1.920 -0.374
```

Summary:
Energy relative to the best compared isomer or geometry (same formula, charge and spin): 1.421 eV
Orbital gap: 0.3397 hartree
SMILES: C/C=C/C.O.O.O
LUMO: 0.3 eV

No. 6
C8H8N5O9OsS4Sb | ωB97M-V with the def2-TZVPD basis set

```
36
Properties=species:S:1:pos:R:3
Os 0.261 1.092 0.884
C 4.910 1.633 -0.137
O 3.986 2.731 -0.337
C 2.723 2.463 -0.119
O 2.314 1.341 0.200
N 1.922 3.533 -0.297
N 0.551 3.376 -0.130
H 5.887 2.050 -0.349
H 4.672 0.825 -0.824
H 4.847 1.284 0.890
H 2.324 4.423 -0.537
H 0.058 3.472 -1.008
H 0.189 3.999 0.583
S -2.051 4.086 3.644
Sb -1.543 1.929 3.650
S -1.903 1.108 1.255
S 0.857 1.772 2.912
S -2.059 0.273 5.001
O -4.322 -3.352 -2.813
N -3.667 -3.842 -1.912
O -3.929 -4.887 -1.345
C -2.565 -3.044 -1.372
C -1.842 -3.537 -0.290
C -0.830 -2.775 0.232
C -0.429 -1.514 -0.317
O 0.596 -0.878 0.103
C -1.232 -1.080 -1.423
C -2.275 -1.827 -1.946
N -0.960 0.178 -2.064
O -0.261 1.027 -1.478
O -1.406 0.394 -3.162
N -0.133 -3.296 1.411
O 0.173 -2.504 2.276
O 0.066 -4.491 1.457
H -2.080 -4.498 0.142
H -2.851 -1.466 -2.783
```

Summary:
Energy relative to the best compared isomer or geometry (same formula, charge and spin): 0.667 eV
Orbital gap (alpha / beta): 0.2542 / 0.2151 hartree
Spin multiplicity: 5
LUMO (alpha / beta): -1.7 / -2.8 eV

No. 7
C4H5O5 | ωB97M-V with the def2-TZVPD basis set

```
14
Properties=species:S:1:pos:R:3
C -0.549 0.530 0.598
C 0.705 -0.128 0.474
C -1.580 -0.187 -0.163
C 0.996 0.385 -1.151
O 1.526 0.360 1.457
O -0.849 1.549 1.188
O 0.600 -1.461 0.516
O 1.623 1.427 -1.237
O 0.465 -0.557 -1.737
H -2.641 0.004 0.126
H -1.262 -1.238 -0.117
H -1.492 0.125 -1.191
H 1.504 1.239 1.399
H 0.953 -2.048 -0.162
```

Summary:
Energy relative to the best compared isomer or geometry (same formula, charge and spin): 0.973 eV
Orbital gap: 0.2778 hartree
SMILES: CC(=O)C(O)(O)C(=O)[O-]
Net charge: -1
LUMO: 3.8 eV

No. 8
C8H9FN2 | ωB97M-V with the def2-TZVPD basis set

```
20
Properties=species:S:1:pos:R:3
C 0.799 0.655 -2.015
C -1.398 0.442 0.632
C -1.234 0.134 -0.657
C 0.763 -0.074 1.327
C 0.099 -0.324 -1.221
C 1.248 -0.549 -0.045
C -2.367 0.291 -1.618
C 1.807 -0.189 2.373
N 1.281 1.491 -2.643
N -0.387 0.306 1.614
F 1.515 -1.906 0.090
H -2.357 0.874 1.181
H -0.211 -1.337 -1.561
H 2.322 -0.052 -0.206
H -3.211 0.760 -1.003
H -2.759 -0.701 -1.894
H -1.982 0.811 -2.371
H 1.885 -1.180 2.633
H 1.446 0.261 3.240
H 2.739 0.287 2.143
```

Summary:
Energy relative to the best compared isomer or geometry (same formula, charge and spin): 0.742 eV
Orbital gap: 0.3601 hartree
SMILES: CC1=CN=C(C)[C@@H](F)[C@@H]1C#N
LUMO: 0.4 eV